Below is a structure of composition C26H32BN3O2PS2Zr at a distorted geometry, with properties calculated with ωB97M-V/def2-TZVPD.

Geometry as XYZ:
```
68
Properties=species:S:1:pos:R:3:forces:R:3:mulliken_charge:R:1
Zr -0.23376 0.19221 0.65120 -0.71 2.61 1.05 -0.05
N 1.31405 2.55759 -0.64988 -0.35 -0.03 -0.79 -0.10
P 2.22538 1.04014 -0.63511 0.68 0.71 0.38 0.65
C 3.87046 1.78713 -0.78581 -0.10 -0.26 0.02 0.46
C 4.58269 1.60854 -1.97194 -0.08 -0.09 -0.04 -0.37
C 5.79292 2.26234 -2.14612 0.04 0.01 -0.05 -0.72
C 6.28968 3.08492 -1.14487 -0.03 -0.05 0.01 -0.49
C 5.58401 3.25376 0.04282 -0.02 0.02 0.06 -0.76
C 4.37617 2.60637 0.23092 0.02 -0.04 -0.03 -0.25
C 2.12951 0.69582 1.21061 0.27 0.16 -0.11 -0.19
C 1.34079 1.43003 2.12869 0.51 -0.03 0.22 0.17
C 1.08339 0.90264 3.40094 0.04 0.13 -0.04 -0.39
C 1.63172 -0.32014 3.77754 0.07 -0.04 0.06 -0.89
C 2.48373 -0.99769 2.91211 0.00 0.05 0.07 -0.66
C 2.70531 -0.51002 1.63130 0.06 0.16 -0.03 -0.40
C -0.94193 3.50856 0.23102 -0.18 -0.52 -0.36 0.59
C -1.48395 2.75416 1.30947 -0.41 0.41 -0.49 0.14
C -2.22570 1.59010 1.27708 -0.07 0.07 0.05 -1.43
C -2.82930 1.07339 0.03737 0.24 0.08 0.20 0.03
C -2.17001 1.01816 -1.13046 0.02 0.04 -0.12 -0.97
N -0.73990 1.19116 -1.10249 -0.36 0.38 -0.28 -0.10
H 1.89845 3.33799 -0.94501 -0.03 0.00 0.05 0.40
H 4.19982 0.96057 -2.75145 0.01 0.02 -0.01 0.44
H 6.34890 2.12514 -3.06364 0.00 0.00 0.01 0.44
H 7.23720 3.58879 -1.28099 0.00 0.00 -0.01 0.44
H 5.98282 3.88267 0.82765 0.01 0.00 -0.01 0.45
H 3.84116 2.72508 1.16536 0.01 0.02 0.01 0.35
H 1.07458 2.45783 1.90397 -0.19 -0.05 -0.15 0.94
H 0.52624 1.48558 4.12379 -0.10 -0.04 -0.05 0.52
H 1.44746 -0.71166 4.76958 -0.04 0.00 -0.01 0.52
H 2.95905 -1.91390 3.23828 0.02 0.00 -0.03 0.54
H 3.35567 -1.04724 0.94749 -0.11 -0.12 -0.01 0.53
H -1.42244 3.25461 2.27331 0.04 -0.13 0.08 0.31
H -2.72813 1.30806 2.19302 0.13 -0.04 0.07 0.67
H -3.87849 0.80460 0.08793 0.04 -0.19 -0.01 0.54
H -2.63561 0.80816 -2.08507 0.01 -0.27 0.05 0.56
S -0.28708 2.74540 -1.23932 0.83 0.51 0.93 -0.13
C -0.70632 4.89697 0.34755 0.12 0.51 -0.10 0.36
N -0.40820 5.70538 -0.66532 -0.16 -0.17 0.11 -0.20
C -0.07186 7.09421 -0.33041 0.15 0.23 0.06 -0.68
C -0.70258 7.36628 1.02731 -0.13 -0.08 0.01 -0.49
S -0.77177 5.74031 1.85568 0.09 -0.08 0.00 -0.03
H -0.50689 5.43660 -1.63385 0.00 -0.06 0.00 0.31
H -0.46040 7.77016 -1.08914 -0.03 -0.06 -0.03 0.37
H 1.01375 7.20358 -0.29546 -0.02 -0.04 0.01 0.32
H -1.72309 7.73617 0.95379 0.01 0.02 -0.01 0.36
H -0.11319 8.04422 1.63787 0.03 0.00 -0.01 0.44
C 1.14581 -2.64975 -1.40397 -0.09 0.14 0.29 -1.72
C 0.27084 -2.92904 -0.19430 0.26 -0.87 -0.07 1.19
C 0.89427 -3.97785 0.71428 -0.03 0.28 0.12 -1.90
O 0.18293 -1.69582 0.65494 -0.36 -2.47 -0.62 -0.08
B -1.28620 -1.64502 1.23153 0.20 -0.48 -1.01 0.52
O -1.96731 -2.51006 0.52307 -0.52 -0.50 0.74 -0.43
C -1.23248 -3.23093 -0.52830 0.19 0.18 -0.35 1.43
C -1.60353 -4.69803 -0.49066 -0.03 0.06 0.19 -1.69
C -1.69484 -2.60279 -1.83844 -0.06 -0.09 0.28 -1.52
H 2.18538 -2.53837 -1.09423 0.00 0.01 -0.02 0.39
H 0.83159 -1.74883 -1.92993 0.02 -0.02 -0.10 0.38
H 1.10173 -3.48873 -2.09792 -0.04 -0.02 0.02 0.45
H 1.89752 -3.66226 1.00125 0.01 -0.03 0.00 0.46
H 0.97383 -4.93621 0.20613 0.00 0.01 -0.04 0.43
H 0.29753 -4.11045 1.61817 0.04 -0.09 -0.01 0.38
H -1.43698 -5.13437 0.49180 -0.01 -0.02 -0.03 0.39
H -1.02280 -5.25070 -1.22948 0.00 0.00 -0.01 0.37
H -2.65822 -4.80580 -0.73827 0.01 -0.01 -0.02 0.46
H -1.39713 -1.55473 -1.90480 -0.01 0.09 -0.09 0.04
H -2.78091 -2.66475 -1.89079 0.01 0.04 0.00 0.49
H -1.28766 -3.14204 -2.69178 0.06 0.04 -0.01 0.40
```
Positions in Å, forces in eV/Å.

## Properties
Spin multiplicity: 1
Frontier orbital gap: 6.978 eV
E: -68936.229 eV
Net charge: +3
Relative energy (zero: lowest compared OMol25 entry of this formula, charge and spin): 522.49 kJ/mol